# 1
Density functional theory data (ωB97M-V/def2-TZVPD) for a 2-piece molecular cluster, C6H16 overall at a distorted geometry.

Values from the calculation:
Relative energy (zero: lowest compared OMol25 entry of this formula, charge and spin) = 24.8 kcal/mol
M = 88.19 g/mol
Spin multiplicity = 2
⟨S²⟩ = 0.753
E_LUMO (alpha / beta) = -2.7 / -10.9 eV
Total charge = +1
HOMO level (alpha / beta) = -15.1952 / -14.3503 eV
DFT total energy = -237.7604 Ha
HOMO-LUMO gap (alpha / beta) = 0.4592 / 0.1280 hartree

Structure (XYZ):
```
22
C6H16, DFT ωB97M-V/def2-TZVPD
C -1.8010 -1.0093 1.3681
C -0.7257 -2.0809 1.2865
C -1.1588 0.3084 1.9182
H -2.5950 -1.3026 2.1567
H -2.3151 -0.8935 0.4322
H 0.0148 -1.9874 2.0885
H -1.1002 -3.1054 1.5235
H -1.1886 1.1355 1.1857
H -0.3012 -2.0824 0.2602
H -0.1428 0.0272 2.1856
H -1.5719 0.7125 2.8572
C 0.5167 1.0177 -1.4564
C 1.1389 -0.0224 -2.4132
C 1.6871 1.7864 -0.8220
H -0.1897 1.8134 -1.7634
H -0.0342 0.3861 -0.6950
H 1.8307 0.4821 -3.1087
H 2.1257 2.4189 -1.6193
H 1.4304 2.5333 -0.0701
H 0.2584 -0.4342 -2.9031
H 1.6758 -0.7872 -1.8624
H 2.4457 1.0840 -0.5489
```

# 2
Density functional theory data (ωB97M-V/def2-TZVPD) for C46H44NNbO17P as an isolated structure at a distorted geometry.

Values from the calculation:
M = 1006.73 g/mol
E_LUMO = -1.1 eV
Total charge = -1
HOMO level = -5.1102 eV
DFT total energy = -3510.9199 Ha
HOMO-LUMO gap = 0.1469 hartree

Structure (XYZ):
```
110
C46H44NNbO17P, DFT ωB97M-V/def2-TZVPD
C -10.3263 4.0293 -2.0780
C -9.0571 3.0039 -1.9191
O -9.3048 1.8278 -1.0715
C -9.4878 2.1814 0.3443
C -8.2495 1.7651 1.3342
Nb -6.5076 3.2775 1.2063
P -4.6121 4.9491 0.7401
N -3.2643 4.1253 0.2992
O -4.9921 5.9870 -0.6480
O -4.2223 5.9168 2.1745
H -10.0623 4.9950 -1.4288
H -10.5236 4.4167 -3.1641
H -11.2845 3.5566 -1.5570
H -8.8086 2.5797 -3.0069
H -8.1252 3.6473 -1.6123
H -10.4358 1.5622 0.7211
H -9.7379 3.3051 0.5504
H -8.6593 1.8587 2.4487
H -7.8562 0.6699 1.2104
H -7.6842 4.5549 0.6008
H -6.3387 2.7547 -0.5551
H -5.3541 1.9825 1.7214
H -6.7781 3.8826 2.8911
H -3.4553 3.0849 0.2988
H -5.3795 6.8433 -0.2999
H -5.0962 6.2919 2.4982
C -2.4421 3.0369 -5.5837
C -2.3467 2.3091 -4.4667
C -2.7738 2.8499 -3.1612
O -2.6850 2.1852 -2.1381
C -3.3115 4.2247 -3.1381
C -3.4069 4.9525 -4.2550
C -2.9798 4.4118 -5.5605
O -3.0686 5.0765 -6.5836
H -2.1327 2.6557 -6.5492
H -1.9552 1.2989 -4.4673
H -3.6209 4.6059 -2.1726
H -3.7985 5.9627 -4.2544
C 0.8048 3.9040 0.3920
C -0.2377 4.2601 -0.3647
C -0.0458 4.9032 -1.6795
O -0.9994 5.2312 -2.3720
C 1.3421 5.1360 -2.1262
C 2.3846 4.7799 -1.3694
C 2.1927 4.1368 -0.0546
O 3.1463 3.8088 0.6378
H 0.6816 3.4320 1.3591
H -1.2617 4.0955 -0.0515
H 1.4654 5.6080 -3.0933
H 3.4087 4.9446 -1.6826
C 5.4563 1.7976 -4.8873
C 6.7010 2.2738 -4.9881
C 7.3306 3.0136 -3.8766
O 8.4691 3.4516 -3.9687
C 6.5324 3.2052 -2.6494
C 5.2877 2.7290 -2.5485
C 4.6581 1.9892 -3.6601
O 3.5196 1.5513 -3.5679
H 4.9794 1.2535 -5.6934
H 7.2997 2.1409 -5.8813
H 7.0093 3.7493 -1.8433
H 4.6890 2.8619 -1.6554
C -8.1727 -1.8164 -0.2346
C -8.1587 -2.7921 -1.1480
C -7.2736 -3.9645 -1.0030
O -7.2587 -4.8571 -1.8395
C -6.4061 -4.0178 0.1905
C -6.4200 -3.0421 1.1039
C -7.3052 -1.8696 0.9589
O -7.3201 -0.9771 1.7953
H -8.8153 -0.9493 -0.3262
H -8.7896 -2.7680 -2.0285
H -5.7634 -4.8849 0.2820
H -5.7892 -3.0661 1.9844
C 3.5390 -0.3255 -0.0948
C 3.9900 -0.8422 -1.2420
C 4.6648 -2.1547 -1.2781
O 5.0797 -2.6274 -2.3273
C 4.8204 -2.8743 0.0016
C 4.3694 -2.3576 1.1488
C 3.6946 -1.0452 1.1849
O 3.2797 -0.5724 2.2341
H 3.0425 0.6361 -0.0507
H 3.8829 -0.3270 -2.1891
H 5.3169 -3.8360 -0.0425
H 4.4765 -2.8728 2.0959
C 7.5548 -7.1796 2.6453
C 6.5122 -6.8235 1.8885
C 6.7042 -6.1804 0.5737
O 5.7505 -5.8524 -0.1187
C 8.0920 -5.9476 0.1271
C 9.1346 -6.3037 0.8838
C 8.9426 -6.9468 2.1986
O 9.8963 -7.2749 2.8911
H 7.4315 -7.6516 3.6124
H 5.4882 -6.9882 2.2017
H 8.2153 -5.4756 -0.8400
H 10.1586 -6.1391 0.5706
C 6.5435 -6.4592 6.7888
C 7.0524 -5.9981 7.9355
C 7.9415 -6.8313 8.7688
O 8.4061 -6.4108 9.8195
C 8.2477 -8.1923 8.2855
C 7.7388 -8.6534 7.1388
C 6.8497 -7.8202 6.3054
O 6.3851 -8.2407 5.2548
H 5.8892 -5.8615 6.1661
H 6.8379 -5.0019 8.3033
H 8.9020 -8.7901 8.9082
H 7.9533 -9.6497 6.7710
```

# 3
Density functional theory data (ωB97M-V/def2-TZVPD) for C18H40OP2RuSi as an isolated structure at a distorted geometry.

Values from the calculation:
M = 463.62 g/mol
Spin multiplicity = 5
⟨S²⟩ = 6.308
E_LUMO (alpha / beta) = -8.2 / -8.9 eV
Total charge = +2
HOMO level (alpha / beta) = -13.1108 / -12.9854 eV
DFT total energy = -1851.1095 Ha
HOMO-LUMO gap (alpha / beta) = 0.1821 / 0.1493 hartree

Structure (XYZ):
```
63
C18H40OP2RuSi, DFT ωB97M-V/def2-TZVPD
P -0.0140 -1.9301 -2.1942
P -0.0122 1.4885 -2.6073
C -0.4207 -0.9044 -3.6523
C 0.4561 0.2984 -3.8181
H -1.4589 -0.6369 -3.4168
H -0.4159 -1.5688 -4.5190
H 1.5313 0.1009 -3.8333
H 0.1712 0.8354 -4.7242
C -1.5139 2.2074 -3.1470
H -1.8591 2.9746 -2.4605
H -2.3038 1.5064 -3.3908
H -1.1219 2.7001 -4.0391
C 1.0563 2.8444 -3.0696
H 0.4502 3.3027 -3.8583
H 2.0081 2.5118 -3.4802
H 1.2287 3.5497 -2.2562
C -1.0289 -3.2689 -2.7972
H -1.0645 -4.0924 -2.0919
H -0.5801 -3.6079 -3.7555
H -2.0296 -2.8989 -3.0458
C 1.6063 -2.5576 -2.7742
H 2.3450 -1.7557 -2.9245
H 1.4117 -3.0335 -3.7482
H 2.0406 -3.3145 -2.1057
Ru 0.0608 -2.2120 1.0385
C 0.5805 2.7087 0.9445
C -0.7732 2.5015 0.9017
C -1.6084 1.8503 -0.1800
C -1.7758 0.3535 -0.6548
C -0.6637 -0.7824 -0.9276
C 0.8137 -0.6267 -0.5694
C 1.4766 0.7137 -0.6125
C 1.6723 1.6051 0.5688
C 0.8333 -3.8231 2.0054
H 0.8347 3.2735 1.8518
H -1.3449 2.4035 1.8395
H -1.5548 2.6207 -0.9364
H -2.6307 2.0517 0.1893
H -2.3335 -0.0692 0.2076
H -2.4977 0.3768 -1.5136
H -1.2018 -1.6621 -0.3599
H 1.3992 -1.6256 -0.7328
H 0.7254 1.3296 -1.1758
H 2.4174 0.6600 -1.1979
H 2.0141 1.0344 1.4518
H 2.5270 2.1863 0.2009
H 1.7142 -3.7365 2.6872
H 0.8671 -4.5507 1.1840
H -0.1210 -3.8167 2.5837
C -1.3174 1.3177 5.0595
Si -0.2694 -0.0398 4.1681
C 1.5253 0.5730 4.4287
C -0.5253 -1.2965 5.6168
O -0.6708 -0.3406 2.6362
H -1.0623 1.2693 6.1330
H -2.3969 1.1390 4.9408
H -1.0812 2.3153 4.6659
H 1.6919 0.7933 5.4987
H 2.2424 -0.1974 4.1054
H 1.6962 1.4929 3.8454
H -1.5669 -1.6501 5.6832
H 0.1399 -2.1725 5.5926
H -0.3187 -0.7186 6.5417
```

# 4
Density functional theory data (ωB97M-V/def2-TZVPD) for one molecule with the formula C5H2O at a distorted geometry.

Values from the calculation:
Relative energy (zero: lowest compared OMol25 entry of this formula, charge and spin) = 62.8 kcal/mol
M = 78.07 g/mol
E_LUMO = -1.4 eV
Total charge = 0
HOMO level = -9.7164 eV
DFT total energy = -266.7186 Ha
HOMO-LUMO gap = 0.3057 hartree

Structure (XYZ):
```
8
C5H2O, DFT ωB97M-V/def2-TZVPD
C -1.2124 -2.3048 -0.2605
C -0.1998 -1.2583 0.1704
C 2.2925 -0.3298 0.3584
C -1.6759 -1.0781 -0.1709
C 0.9904 -0.9266 0.3589
O 3.1128 -0.8089 -0.3931
H 2.6106 0.2746 1.1798
H -2.1694 -0.1337 -0.3186
```

# 5
Density functional theory data (ωB97M-V/def2-TZVPD) for one molecule with the formula C5H11NOS2 at a distorted geometry.

Values from the calculation:
Relative energy (zero: lowest compared OMol25 entry of this formula, charge and spin) = 95.9 kcal/mol
M = 165.28 g/mol
E_LUMO (alpha / beta) = 0.1 / -1.3 eV
Total charge = 0
HOMO level (alpha / beta) = -8.1478 / -7.4041 eV
DFT total energy = -1123.3555 Ha
HOMO-LUMO gap (alpha / beta) = 0.3025 / 0.2229 hartree

Structure (XYZ):
```
20
C5H11NOS2, DFT ωB97M-V/def2-TZVPD
C 0.8540 0.6138 -0.7404
C -0.3004 0.3861 0.2683
C 2.2108 0.7633 -0.0540
C -1.2600 -0.6005 -0.2264
C -2.4447 -0.7510 0.6360
N 2.9465 -0.5702 0.1272
O 0.5445 -2.5444 -0.9069
S 4.4824 -0.6633 0.1371
S -0.6083 -2.3240 0.0051
H 0.8582 -0.2317 -1.3873
H 0.7252 1.4028 -1.6024
H 0.1236 0.0582 1.2609
H -0.8221 1.3645 0.4056
H 3.0615 1.3977 -0.5430
H 2.2450 1.2036 0.8874
H -1.5061 -0.4728 -1.3535
H -3.3033 -1.2557 -0.0010
H -2.8034 0.2405 0.8866
H -2.1635 -1.4114 1.3865
H 2.3964 -1.4578 0.0495
```

# 6
Density functional theory data (ωB97M-V/def2-TZVPD) for C49H37Cl5N2OP2PtSi as an isolated structure at a distorted geometry.

Values from the calculation:
Relative energy (zero: lowest compared OMol25 entry of this formula, charge and spin) = 112.5 kcal/mol
M = 1132.22 g/mol
E_LUMO = -8.4 eV
Total charge = +2
HOMO level = -13.2417 eV
DFT total energy = -5466.1651 Ha
HOMO-LUMO gap = 0.1793 hartree

Structure (XYZ):
```
98
C49H37Cl5N2OP2PtSi, DFT ωB97M-V/def2-TZVPD
Pt 0.6516 -0.2425 -0.7875
C 3.3564 1.8551 1.1153
Si 1.5650 1.1678 0.9413
C 0.2997 2.6175 0.7545
C 0.6790 3.9007 1.1266
C -0.2121 4.9591 1.0493
C -1.5115 4.7484 0.6156
C -1.9126 3.4761 0.2516
C -1.0037 2.4223 0.2884
P -1.6043 0.7793 -0.2100
C -2.4482 0.8619 -1.8171
C -2.5750 1.9947 -2.6167
C -3.1803 1.8886 -3.8572
C -3.6492 0.6666 -4.3124
C -3.5367 -0.4614 -3.5145
C -2.9389 -0.3648 -2.2749
C -2.9377 0.5535 1.0114
C -4.1879 0.0382 0.6764
C -5.1710 -0.0611 1.6459
C -4.9144 0.3369 2.9491
C -3.6675 0.8476 3.2846
C -2.6755 0.9436 2.3285
C 1.2381 0.3308 2.6449
C 1.3550 1.0651 3.8216
C 1.2337 0.4499 5.0567
C 1.0141 -0.9163 5.1365
C 0.8755 -1.6566 3.9786
C 0.9704 -1.0326 2.7360
P 0.6445 -2.0478 1.2606
C 2.1219 -3.0660 1.0383
C 3.2887 -2.7251 1.7254
C 4.3940 -3.5504 1.6504
C 4.3504 -4.7077 0.8866
C 3.2170 -5.0091 0.1452
C 2.1110 -4.1807 0.1967
C -0.7209 -3.0826 1.8681
C -0.8156 -4.4611 1.6885
C -2.0011 -5.1116 1.9822
C -3.0961 -4.3984 2.4489
C -2.9890 -3.0334 2.6740
C -1.8128 -2.3773 2.3778
H 3.5435 2.0846 2.1594
H 3.5110 2.7617 0.5407
H 4.0976 1.1221 0.8145
H 1.6823 4.0764 1.4855
H 0.1090 5.9483 1.3362
H -2.2135 5.5660 0.5703
H -2.9340 3.2897 -0.0510
H -2.2370 2.9627 -2.2747
H -3.2976 2.7698 -4.4674
H -4.1100 0.5928 -5.2842
H -3.9211 -1.4107 -3.8541
H -2.8490 -1.2372 -1.6447
H -4.4110 -0.2511 -0.3394
H -6.1472 -0.4378 1.3783
H -5.6824 0.2528 3.7032
H -3.4759 1.1797 4.2928
H -1.7027 1.3385 2.5945
H 1.5346 2.1284 3.7709
H 1.3273 1.0344 5.9583
H 0.9405 -1.4050 6.0958
H 0.6999 -2.7212 4.0370
H 3.3170 -1.8335 2.3361
H 5.2902 -3.2941 2.1940
H 5.1991 -5.3736 0.8650
H 3.1996 -5.8912 -0.4771
H 1.2403 -4.3973 -0.4057
H 0.0369 -5.0258 1.3425
H -2.0779 -6.1776 1.8269
H -4.0289 -4.9038 2.6416
H -3.8273 -2.4732 3.0578
H -1.7265 -1.3119 2.5405
Cl -1.1854 -3.0201 -0.9716
C -0.6630 -2.4042 -2.4836
C 0.2889 -1.3830 -2.5190
C 0.7288 -1.0248 -3.7974
Cl 2.0343 0.0664 -3.9797
C 0.1783 -1.5597 -4.9686
Cl 0.7282 -1.0422 -6.5031
C -0.8365 -2.5184 -4.8823
Cl -1.5903 -3.1268 -6.2864
C -1.2410 -2.9653 -3.6226
Cl -2.4780 -4.1408 -3.4862
N 5.8704 2.9263 -1.8864
C 5.0431 3.7447 -2.5569
O 5.4191 4.6744 -3.2312
C 3.5623 3.4659 -2.4356
C 2.6786 4.4843 -2.7945
C 1.3152 4.2566 -2.7160
C 0.8895 3.0128 -2.2739
N 1.7281 2.0525 -1.9272
C 3.0338 2.2555 -2.0039
H 6.8615 3.1043 -1.9460
H 5.5666 2.1610 -1.3136
H 3.0819 5.4187 -3.1585
H 0.6005 5.0136 -2.9988
H -0.1592 2.7609 -2.2150
H 3.6538 1.4070 -1.7512
```

> Look up the M of the fifth one.

165.28 g/mol